ORCA calculation (the ωB97M-V functional and the def2-TZVPD basis) on C17H35N2O3OsPS as an isolated structure.

Lowest unoccupied orbital energy (alpha / beta): -0.5130 / -0.6471 Ha
Frontier orbital gap (alpha / beta): 6.185 / 4.671 eV
Multiplicity: 5
Highest occupied orbital energy (alpha / beta): -20.14 / -22.28 eV
E: -1832.37807 Ha
Net charge: +4

Each line ends with the Mulliken charge.
Element x y z (Å)
H (-1.011, 0.054, -5.054)  0.420
H (-0.185, -5.256, -0.320)  -0.023
C (-0.360, 1.908, 0.609)  0.425
C (-0.014, -0.327, 3.851)  0.864
C (2.404, -0.158, 3.669)  -0.864
H (-2.183, -0.726, 6.076)  0.409
O (-0.503, 3.035, 0.886)  -0.416
C (2.701, 0.067, -3.063)  -1.249
P (-0.023, 0.273, -2.195)  -0.450
N (-1.190, 0.048, 4.394)  0.117
H (-2.088, -1.923, -2.191)  0.323
C (-1.868, 2.370, -2.578)  -1.258
C (1.388, -0.102, 5.894)  -1.122
H (-1.796, -1.687, -3.933)  0.402
C (1.848, 0.332, 0.252)  0.247
Os (-0.070, 0.124, 0.143)  1.275
H (3.468, 0.578, -3.663)  0.475
S (-0.036, -1.143, 2.292)  -0.287
H (-2.221, 0.954, 2.787)  0.213
H (3.074, -0.025, -2.035)  0.195
C (-1.481, 0.984, -3.098)  0.755
H (1.053, 0.853, 6.316)  0.456
H (0.421, -1.880, -0.555)  0.355
H (2.464, -1.064, 3.061)  0.435
C (-1.546, 0.131, 5.810)  -0.877
C (0.003, -1.513, -2.695)  0.021
H (-0.587, 1.789, -4.931)  0.421
N (1.179, -0.150, 4.454)  0.069
H (-1.992, 2.379, -1.487)  0.262
H (-0.191, -5.262, -1.069)  0.097
H (-2.277, 1.294, -5.066)  0.464
C (1.429, 0.921, -3.141)  0.256
H (0.893, -0.942, 6.386)  0.511
C (-1.309, 1.019, -4.622)  -1.687
H (-2.556, -0.773, 3.006)  0.484
H (2.453, 0.713, 3.006)  0.308
H (3.246, -0.118, 4.362)  0.392
H (-1.263, -3.177, -3.135)  0.495
H (0.902, 3.054, -3.095)  0.219
C (-2.360, 0.164, 3.534)  -0.874
C (0.713, -2.271, -1.571)  -0.534
O (-3.088, -0.605, -0.107)  -0.329
H (-2.831, 2.641, -3.035)  0.476
H (-2.123, 1.058, 5.939)  0.408
H (2.622, 2.691, -3.342)  0.471
H (-2.298, 0.286, -2.853)  0.558
O (2.999, 0.493, 0.358)  -0.365
C (-1.376, -2.094, -3.008)  -1.486
H (1.088, 0.882, -4.189)  0.500
H (-0.702, 0.165, 6.487)  0.321
H (1.802, -2.203, -1.656)  0.256
C (-1.956, -0.341, -0.036)  0.230
H (1.908, 2.521, -1.719)  0.292
H (0.418, -3.323, -1.596)  -0.017
H (0.608, -1.544, -3.612)  0.783
H (2.466, -0.182, 6.064)  0.405
H (2.560, -0.933, -3.492)  0.372
H (-1.127, 3.133, -2.858)  0.265
C (1.719, 2.385, -2.794)  -1.272
H (-3.217, 0.422, 4.160)  0.407

***

ORCA calculation (the ωB97M-V functional and the def2-TZVPD basis) on C17H36B3Cl28O4P as an isolated structure.

Lowest unoccupied orbital energy: -0.0153 Ha
Frontier orbital gap: 7.795 eV
Multiplicity: 1
Highest occupied orbital energy: -8.21 eV
E: -14271.67175 Ha
Net charge: 0

Each line ends with the Mulliken charge.
Element x y z (Å)
H (-1.801, 0.477, 2.457)  0.198
Cl (-5.702, -4.681, 5.226)  -0.169
H (-6.214, -8.058, -0.135)  -0.063
Cl (5.138, 9.392, -2.056)  -0.149
H (-7.092, 8.413, -4.902)  0.293
Cl (-6.452, 7.653, -2.767)  -0.127
C (3.847, -3.040, 2.625)  -0.380
H (-4.750, -2.527, 5.117)  0.256
H (-8.265, 7.262, -4.219)  0.218
Cl (6.408, -7.469, 0.635)  -0.159
C (-6.217, 3.350, -2.657)  -0.173
Cl (-3.976, 3.656, 0.072)  -0.141
H (8.862, -2.035, 3.840)  0.147
Cl (-5.469, 1.818, -3.122)  -0.084
H (7.515, 0.942, 0.990)  0.305
H (-3.737, 5.765, 1.099)  0.289
Cl (4.777, -1.721, 1.904)  -0.197
Cl (-0.250, -0.738, 3.749)  -0.168
C (-1.407, -0.536, 2.428)  0.613
Cl (-2.751, -1.678, 2.567)  -0.170
C (-7.626, 8.116, -4.004)  -0.224
H (8.625, -3.048, 5.283)  0.352
C (-4.358, -3.541, 5.088)  0.007
Cl (2.417, -2.427, 3.463)  -0.090
C (8.124, -2.495, 4.493)  -0.271
Cl (-4.684, -1.394, -3.011)  -0.161
H (-1.560, -6.471, -0.175)  0.260
H (1.231, 3.911, -3.042)  0.359
H (1.289, 7.506, -1.575)  0.223
C (-3.979, -2.200, -1.604)  0.033
C (1.423, 3.270, -2.154)  -0.944
Cl (-2.089, -6.420, -2.470)  -0.160
H (-0.273, -0.214, -4.798)  0.236
Cl (-3.687, -7.481, -0.271)  -0.118
Cl (3.520, 8.299, 0.113)  -0.131
C (0.321, -0.875, -4.119)  -0.747
H (-7.004, 3.154, -1.933)  0.313
H (-3.847, -3.711, 4.144)  0.065
H (1.435, -0.901, -4.278)  0.275
C (7.829, -6.642, 1.284)  0.058
Cl (7.131, -1.228, 5.219)  -0.131
O (1.685, 0.689, -0.085)  -0.431
H (4.476, -3.569, 3.336)  0.276
B (0.399, 0.844, -0.710)  0.281
O (-0.806, 3.577, -0.336)  -0.363
Cl (-6.918, 4.174, -4.056)  -0.173
H (-6.413, -9.022, 1.347)  0.295
H (3.036, -0.961, 0.572)  -0.350
H (3.529, -3.718, 1.836)  0.300
Cl (9.150, -7.777, 1.584)  -0.159
C (-0.232, -1.606, -3.038)  0.035
Cl (-8.633, 9.464, -3.463)  -0.158
C (5.159, 8.602, -0.474)  -0.278
H (-4.764, -2.391, -0.877)  0.357
Cl (7.140, -3.619, 3.543)  -0.098
Cl (8.388, -0.905, -0.183)  -0.157
H (8.162, -5.896, 0.567)  0.262
H (-0.897, -0.707, 1.483)  -0.493
H (7.559, -6.160, 2.221)  -0.006
H (-1.780, 3.571, -0.395)  0.143
Cl (2.859, 5.873, -2.229)  -0.121
O (1.629, -1.649, -1.074)  -0.364
C (-6.934, -8.515, 0.539)  0.101
H (-5.117, 4.852, 1.753)  0.340
Cl (-3.224, -3.737, -2.048)  -0.090
P (-0.204, 2.508, -1.519)  0.115
H (1.904, 3.794, -1.291)  0.188
C (1.544, 7.026, -2.516)  -0.237
Cl (-7.961, -7.249, 1.224)  -0.153
Cl (-3.086, 4.256, 2.786)  -0.136
C (7.937, -0.018, 1.277)  0.298
H (2.083, 2.375, -2.384)  0.280
Cl (9.338, 0.261, 2.319)  -0.168
H (-5.460, 3.990, -2.215)  0.129
B (2.158, -0.667, -0.178)  1.011
H (5.673, 9.246, 0.234)  0.323
H (5.683, 7.654, -0.561)  0.247
O (-0.410, -0.359, -0.737)  -0.159
C (-2.054, -7.153, -0.864)  -0.302
H (-1.015, -2.399, -3.152)  0.179
B (0.365, -1.236, -1.594)  0.320
Cl (-7.889, -9.699, -0.360)  -0.164
C (-4.082, 4.789, 1.429)  -0.359
Cl (0.097, 6.241, -3.163)  -0.162
H (-1.503, -8.089, -0.915)  0.310
H (-3.223, -1.549, -1.169)  -0.170
H (1.884, 7.773, -3.230)  0.340
H (7.200, -0.596, 1.827)  -0.268
Cl (-3.203, -3.747, 6.410)  -0.158

***

ORCA calculation (the ωB97M-V functional and the def2-TZVPD basis) on C17H36F6NO4PbS4Si4Te2 as an isolated structure.

Lowest unoccupied orbital energy: 0.0806 Ha
Frontier orbital gap: 6.940 eV
Multiplicity: 1
Highest occupied orbital energy: -4.75 eV
E: -5104.11420 Ha
Net charge: -1

Each line ends with the Mulliken charge.
Element x y z (Å)
N (-1.761, -4.403, 0.570)  -0.441
H (3.014, 2.014, 3.655)  0.298
C (1.997, 2.081, -2.216)  -0.419
O (-3.220, -4.086, 2.513)  -0.648
H (-5.365, 2.532, 0.459)  0.303
H (-0.066, 3.845, -0.205)  0.099
H (2.167, 3.492, 3.182)  0.288
Si (0.607, 1.536, 3.078)  0.043
H (2.360, 1.092, -2.496)  0.207
H (-3.402, 4.102, -0.595)  0.420
H (1.235, -2.438, 3.021)  0.280
O (-1.996, -3.379, -1.731)  -0.648
H (3.825, -2.587, -0.328)  0.394
Te (0.414, -0.986, -3.127)  -0.016
H (-4.188, 1.195, 0.643)  0.018
F (-5.491, -5.230, 1.030)  -0.214
C (-0.637, 2.698, -5.610)  -0.713
C (0.331, 2.040, -6.301)  -0.417
C (0.759, 0.845, -5.656)  -0.401
Si (1.884, 2.297, -0.358)  0.432
H (-1.065, 3.053, 4.090)  0.368
H (-0.083, 0.600, 5.270)  0.400
H (2.214, -3.544, 2.050)  0.331
C (-0.881, 2.690, 3.074)  -0.898
H (1.199, -0.381, 4.554)  0.248
H (-0.461, -0.540, 3.970)  0.302
C (2.066, 2.550, 3.724)  -1.069
H (4.336, 0.182, 2.015)  0.272
H (3.713, -0.911, -0.888)  0.244
Si (2.415, -1.238, 1.202)  0.491
Si (0.946, 0.575, 0.948)  0.495
C (0.283, 0.171, 4.333)  -1.075
C (1.538, -2.686, 2.003)  -0.438
C (-4.939, 1.644, -0.007)  -0.555
F (-4.361, -5.382, -0.812)  -0.198
H (0.726, 2.389, -7.245)  0.368
H (-5.733, 0.919, -0.184)  0.326
H (1.034, 2.224, -2.710)  -0.259
C (-2.951, 3.203, -1.016)  -0.329
F (0.022, -6.387, -0.751)  -0.215
O (0.209, -3.491, -0.648)  -0.641
S (-1.015, 1.860, -4.159)  -0.027
C (-4.264, -5.372, 0.520)  0.500
H (2.694, 2.832, -2.601)  0.399
Te (-1.374, -0.346, 0.678)  -0.353
C (0.113, 0.600, -4.478)  -0.031
H (1.402, 4.711, -0.667)  0.406
H (2.365, -2.027, -1.155)  -0.029
S (-3.195, -3.981, 1.089)  1.166
H (-0.722, 3.556, 2.429)  0.256
F (-1.938, -6.369, -1.667)  -0.184
C (3.669, 2.485, 0.229)  -1.161
H (-2.320, 3.474, -1.862)  0.177
H (1.516, 0.184, -6.054)  0.404
C (3.832, -0.727, 2.347)  -1.007
C (3.147, -1.738, -0.451)  -0.808
H (-1.774, 2.168, 2.728)  0.184
H (4.272, 1.633, -0.091)  0.275
H (0.648, -2.983, 1.444)  -0.198
F (-3.780, -6.552, 0.916)  -0.235
H (-1.141, 3.614, -5.872)  0.379
H (3.761, 2.579, 1.310)  0.272
H (1.891, 2.790, 4.777)  0.394
S (-1.113, -4.024, -0.784)  0.950
F (-0.245, -5.529, -2.723)  -0.205
H (-2.341, 2.706, -0.262)  -0.144
H (3.466, -0.557, 3.362)  0.214
Pb (-2.281, -0.853, -1.986)  0.492
O (-3.766, -2.837, 0.440)  -0.524
C (-0.805, -5.683, -1.522)  0.348
H (4.098, 3.382, -0.229)  0.425
H (4.577, -1.527, 2.393)  0.402
C (1.003, 3.927, -0.017)  -0.952
H (1.140, 4.243, 1.019)  0.259
S (-4.212, 2.061, -1.601)  -0.076

***

| no. | strongest force on any atom (eV Å⁻¹) |
| --- | --- |
| 1 | 7.0 |
| 2 | 3.2 |
| 3 | 0.5 |